Entry from the OMol25 dataset: 11 unconnected molecules or ions with the total composition C41H76NO33P3 (the ωB97M-V functional and the def2-TZVPD basis).

As for the SMILES: CCOP(=O)(OCC)OCC.CCOP(=O)(OCC)OCC.CCOP(=O)(OCC)OCC.O=C1OCCO1.O=C1OCCO1.O=C1OCCO1.O=C1OCCO1.O=C1OCCO1.O=C1OCCO1.O=C1OCCO1.CC#N. Its total charge is 0. The gap between HOMO and LUMO comes out at 9.913 eV.

```
154
Properties=species:S:1:pos:R:3:lowdin_charge:R:1
C -1.2765 2.0784 -3.3690 -0.0723
C -0.6718 3.0616 -4.3164 -0.2447
O -0.8716 2.5629 -5.6502 -0.1568
P 0.3435 2.0207 -6.4947 0.4695
O 0.0613 1.5361 -7.8732 -0.2286
O 1.3759 3.2706 -6.3959 -0.1982
C 2.5107 3.1589 -7.2353 -0.2767
C 3.4353 4.3669 -6.9321 -0.0580
O 0.9448 0.9510 -5.4277 -0.1875
C 0.3547 -0.2794 -5.1141 -0.3066
C 0.7550 -1.2662 -6.1802 -0.0660
H -2.2689 1.7653 -3.6933 0.0923
H -0.6097 1.2297 -3.2169 0.0617
H -1.4025 2.4989 -2.3713 0.0689
H -1.1144 4.0576 -4.3005 0.1347
H 0.3544 3.1230 -3.9541 0.0885
H 3.0408 2.2082 -7.1775 0.1190
H 2.1627 3.2413 -8.2650 0.1124
H 2.8200 5.2593 -6.8172 0.0722
H 3.8987 4.2261 -5.9556 0.0651
H 4.1284 4.5325 -7.7569 0.0795
H 0.6736 -0.5900 -4.1192 0.1006
H -0.7282 -0.2269 -5.0009 0.1182
H 1.8441 -1.2536 -6.2245 0.0820
H 0.4752 -2.2671 -5.8516 0.0665
H 0.3404 -1.0413 -7.1628 0.0755
C -3.4895 -0.5623 1.2713 -0.0384
C -3.2933 0.3604 2.5417 -0.2400
O -2.3157 -0.2499 3.3825 -0.2137
P -2.5575 -0.3576 4.9989 0.5119
O -3.9092 -0.5892 5.4970 -0.2210
O -1.8681 1.0041 5.6177 -0.1842
C -0.5440 1.4332 5.2898 -0.2913
C 0.0039 2.2318 6.4103 -0.0752
O -1.5414 -1.6264 5.3098 -0.1989
C -2.0793 -2.9531 5.0545 -0.2639
C -1.3782 -3.9774 5.9083 -0.0722
H -2.5224 -0.7404 0.8010 0.0345
H -3.7213 -1.6097 1.4648 0.0722
H -4.2201 -0.1761 0.5605 0.0765
H -3.0642 1.3907 2.2696 0.0949
H -4.2545 0.4129 3.0531 0.1102
H 0.1292 0.6085 5.0554 0.1171
H -0.7706 2.0606 4.4277 0.1113
H -0.5631 3.1445 6.5940 0.0851
H -0.0537 1.7228 7.3724 0.0850
H 1.0386 2.4820 6.1762 0.0731
H -3.1042 -3.0116 5.4208 0.1128
H -2.0572 -3.1411 3.9811 0.0962
H -1.1416 -3.5299 6.8736 0.0842
H -1.9652 -4.8824 6.0653 0.0764
H -0.3782 -4.1959 5.5337 0.0720
C -0.2118 -2.8557 1.3050 -0.0317
C 0.0886 -4.3190 1.0737 -0.3105
O -0.5842 -4.9512 2.0812 -0.1687
P -2.0854 -5.5331 1.8790 0.4828
O -3.0688 -4.5014 1.5862 -0.2013
O -1.9053 -6.7441 0.7881 -0.1936
C -2.9925 -7.6185 0.5876 -0.2834
C -3.4480 -7.4248 -0.8642 -0.0650
O -2.4431 -6.2869 3.2745 -0.1790
C -1.5067 -7.1472 3.9064 -0.2821
C -2.1503 -8.2668 4.7513 -0.0468
H -0.1851 -2.8028 2.3934 0.0927
H 0.5513 -2.1791 0.9204 0.0612
H -1.2200 -2.6449 0.9483 0.0681
H -0.1440 -4.6768 0.0707 0.0960
H 1.1631 -4.4959 1.1217 0.1202
H -2.7216 -8.6714 0.6659 0.1208
H -3.8160 -7.4714 1.2864 0.1191
H -4.1469 -8.1710 -1.2422 0.0820
H -3.7287 -6.4225 -1.1880 0.0644
H -2.5067 -7.4882 -1.4100 0.0717
H -0.8341 -7.5680 3.1590 0.1114
H -0.8599 -6.4911 4.4889 0.0980
H -2.9484 -7.8999 5.3967 0.0783
H -2.5637 -8.9606 4.0192 0.0695
H -1.4664 -8.8355 5.3813 0.0790
O 3.0833 -0.4729 4.8383 0.1340
C 3.4613 -0.7741 3.7113 -0.5746
O 4.1663 0.0219 2.9199 0.0398
C 4.6694 -0.5894 1.7514 -0.0885
C 3.7455 -1.8371 1.6892 -0.0750
O 3.1852 -1.8807 3.0340 0.0641
H 4.4415 0.0360 0.8883 0.1252
H 5.7285 -0.7861 1.9181 0.1357
H 4.3296 -2.7461 1.5450 0.1254
H 2.9691 -1.7525 0.9289 0.0949
O 2.2556 -1.4231 -2.0559 0.1337
C 2.7228 -2.5667 -2.1244 -0.5029
O 3.1469 -3.2659 -1.0696 0.0281
C 3.9013 -4.3274 -1.4261 -0.1652
C 3.3094 -4.6364 -2.7494 -0.1567
O 2.8487 -3.4250 -3.1357 0.0893
H 4.9132 -3.9225 -1.4392 0.1465
H 3.8295 -5.1739 -0.7432 0.1473
H 2.4980 -5.3632 -2.7093 0.1463
H 4.1493 -4.9471 -3.3708 0.1476
O 1.4476 10.4941 0.9038 0.1301
C 1.1375 9.3599 0.5983 -0.4968
O 0.4939 8.4845 1.4296 0.0488
C 0.2147 7.2328 0.7829 -0.0997
C 0.9472 7.4364 -0.5574 -0.1146
O 1.3684 8.8270 -0.6791 0.0471
H 0.6327 6.4412 1.4048 0.1066
H -0.8335 6.9344 0.8039 0.1215
H 0.2912 7.2337 -1.4040 0.1227
H 1.7856 6.7514 -0.6831 0.1060
O -4.7854 3.7876 -3.1128 0.1260
C -4.4997 3.8141 -1.9140 -0.4865
O -3.2778 4.1268 -1.4010 0.0396
C -3.3345 4.1588 0.0163 -0.1225
C -4.5679 3.3115 0.3250 -0.1107
O -5.2559 3.2558 -0.9186 0.0675
H -2.4385 3.6370 0.3524 0.1157
H -3.3782 5.1474 0.4734 0.1288
H -5.0918 3.8526 1.1129 0.1359
H -4.1240 2.3766 0.6670 0.1013
O 1.5684 3.8669 4.0457 0.1266
C 2.4558 3.9873 3.1958 -0.5077
O 3.4540 3.0765 2.9781 0.0571
C 4.2140 3.4252 1.8812 -0.1427
C 3.5246 4.6933 1.3527 -0.1083
O 2.3943 4.8202 2.1777 0.0724
H 5.2628 3.6183 2.1069 0.1340
H 4.1795 2.6400 1.1259 0.1188
H 3.2876 4.4922 0.3080 0.1191
H 4.1824 5.5625 1.3547 0.1370
O -2.7606 -0.2164 -1.8420 0.1318
C -2.3741 -1.3655 -1.9516 -0.5517
O -1.0840 -1.6860 -1.9875 0.0534
C -0.9625 -3.1137 -2.2694 -0.0913
C -2.3189 -3.6838 -1.9958 -0.1191
O -3.0933 -2.5040 -2.0785 0.0798
H -0.6559 -3.3198 -3.2949 0.1328
H -0.2336 -3.5651 -1.5962 0.1009
H -2.3970 -4.1827 -1.0298 0.1034
H -2.6491 -4.4296 -2.7190 0.1373
O 0.7603 3.9448 -0.6684 0.1192
C 0.5825 2.8749 -0.0995 -0.5242
O 0.0395 2.6848 1.1243 0.0757
C 0.3559 1.3802 1.5320 -0.1205
C 0.3950 0.6701 0.2328 -0.1259
O 0.7443 1.6776 -0.6858 0.0801
H 1.2801 1.2780 2.1008 0.1351
H -0.3728 0.9148 2.1958 0.1212
H -0.5301 0.2269 -0.1357 0.1199
H 1.1112 -0.1512 0.2594 0.1077
C 2.1159 5.0191 -3.8535 -0.0897
C 3.0371 6.1094 -3.6440 -0.2963
N 3.6577 7.0430 -3.4365 0.1412
H 1.3424 5.0893 -3.0887 0.0661
H 2.4887 3.9954 -3.8201 0.0914
H 1.6918 5.2501 -4.8307 0.0751
```